The following is a DFT calculation (ωB97M-V/def2-TZVPD) of the ion C4H8N2 with charge +2 in a non-equilibrium geometry.

Geometry as XYZ:
```
14
Properties=species:S:1:pos:R:3:forces:R:3:nbo_charge:R:1
C -1.8594 0.8363 -0.0504 1.5 0.8 0.3 0.38
C 0.6465 0.1819 0.1733 -0.6 -3.4 -1.4 0.61
C -2.0445 -0.5551 -0.5052 0.6 0.8 2.1 -0.13
C 1.4421 -1.0731 0.0304 0.9 1.2 1.1 -0.69
N -0.7672 0.1474 0.0782 -1.9 0.4 -0.6 -0.33
N 1.2285 1.2615 0.3474 3.7 2.1 0.3 -0.58
H -2.1575 1.9343 0.1511 0.1 -1.9 -0.5 0.33
H -2.5302 -1.2490 0.1418 -0.2 -0.3 0.8 0.28
H -2.0198 -0.8888 -1.4879 0.2 0.1 -2.1 0.28
H 1.5165 -1.3328 1.1104 0.2 -0.5 -0.4 0.31
H 1.0050 -1.8903 -0.5043 -0.4 -0.3 -0.4 0.30
H 2.4876 -0.8165 -0.3160 -1.2 -0.4 0.3 0.29
H 2.3139 1.3486 0.3181 -2.3 -0.3 0.2 0.50
H 0.7386 2.0957 0.5130 -0.6 1.7 0.3 0.44
```
Positions in Å, forces in eV/Å.

As for the spin multiplicity: 1. For the HOMO energy, the calculation gives -0.822 Eh. As for the charge: +2. As for the gap between HOMO and LUMO: 0.400 Ha. The energy relative to the best compared isomer or geometry (same formula, charge and spin) comes out at 37.9 kcal/mol.